34
Properties=species:S:1:pos:R:3 method="wB97M-V/def2-TZVPD" charge=0 smiles="C[C@H](Br)C[C@@H]1[C@H](COO)[C@H](Cl)[C@H](B(O)O)OS1(=O)=O" e_homo_ev=-9.896
C 0.272 -3.827 -0.636
C -0.573 -2.937 -1.505
Br 0.055 -3.002 -3.363
C -0.770 -1.475 -1.033
C 0.078 -0.989 0.133
C -0.507 0.270 0.857
C -1.976 0.055 1.220
O -2.339 0.462 2.518
O -1.847 1.757 2.801
C -0.207 1.581 0.165
Cl -0.972 1.750 -1.433
C 1.297 1.783 0.115
B 1.693 3.309 -0.142
O 2.113 4.051 0.929
O 1.622 3.851 -1.397
O 1.832 0.881 -0.878
S 1.793 -0.631 -0.365
O 2.569 -0.771 0.819
O 2.182 -1.411 -1.467
H -0.110 -3.808 0.381
H 0.225 -4.841 -1.001
H 1.315 -3.542 -0.614
H -1.547 -3.389 -1.566
H -0.556 -0.835 -1.874
H -1.823 -1.339 -0.838
H 0.192 -1.707 0.929
H 0.028 0.319 1.799
H -2.201 -1.002 1.180
H -2.607 0.523 0.463
H -2.395 2.361 2.274
H -0.609 2.379 0.770
H 1.657 1.512 1.101
H 1.413 4.612 1.299
H 0.702 4.048 -1.639

---

26
Properties=species:S:1:pos:R:3 method="wB97M-V/def2-TZVPD" charge=0 relative_energy_ev=3.0617 e_homo_ev=-7.191
C -0.110 1.679 3.417
C -1.249 2.162 2.533
N -0.852 1.833 1.210
C -0.889 2.701 0.281
C -0.367 2.516 -1.019
C -0.260 1.276 -1.537
C -0.309 0.025 -0.902
B 0.345 -1.134 -1.390
N 0.727 -2.465 -1.467
C -0.067 -3.515 -2.121
C 2.044 -2.929 -1.108
H 0.543 1.147 2.737
H 0.470 2.634 3.740
H -0.205 0.953 4.281
H -2.128 1.618 2.609
H -1.570 3.195 2.485
H -1.297 3.680 0.546
H -0.207 3.277 -1.769
H 0.029 1.406 -2.582
H -0.746 0.137 0.068
H -0.741 -3.983 -1.482
H -0.620 -2.951 -2.804
H 0.425 -4.389 -2.609
H 1.945 -3.125 -0.115
H 2.385 -3.708 -1.819
H 2.703 -2.041 -1.181

---

These records have frontier orbital gap values of 9.614, 7.631 eV, in the order they appear.
These records have electronic energy values of -116947.0087, -12192.1823 eV, in the order they appear.